24
Properties=species:S:1:pos:R:3:mulliken_charge:R:1 method="wB97M-V/def2-TZVPD" energy_ha=-1404.16404 de_lowest_kj_mol=396.85 e_homo_ha=-0.2747 charge=0 orbital_gap_ev=8.03
C 1.53581 -0.72259 -0.29529 0.117
C -1.57785 -1.08069 -1.03710 -0.255
C -2.74182 -1.77720 -1.08953 -0.396
C 2.78963 -0.91227 -0.85178 -0.606
C 0.68554 0.52955 -0.32808 -1.035
C -2.52857 -0.99878 0.87899 0.017
C -0.55459 0.45872 0.56122 -0.273
N -1.56794 -0.42572 0.20637 0.294
N -1.64204 1.82702 2.59987 -0.493
O -0.93603 -0.48423 2.98015 -0.668
O 0.87166 1.17849 2.69547 -0.617
O -3.34163 -1.77553 0.10415 -0.303
S 3.73848 0.06767 -2.07100 -0.218
S -0.39339 0.68063 2.28980 1.029
H 1.17035 -1.46303 0.36082 0.404
H -0.80387 -1.07209 -1.82104 0.309
H -3.31692 -2.23446 -1.95943 0.348
H 3.33145 -1.93890 -0.86201 0.263
H 1.28373 1.21675 0.22194 0.605
H 0.31352 0.82635 -1.32132 0.537
H 2.93532 1.13025 -2.34372 0.126
H -2.78230 -0.93569 2.00989 0.342
H -1.21842 2.79658 2.83111 0.236
H -2.42221 1.57227 3.09971 0.240

=====

11
Properties=species:S:1:pos:R:3:mulliken_charge:R:1 method="wB97M-V/def2-TZVPD" energy_ha=-322.45653 de_lowest_kj_mol=309.29 e_homo_ha=-0.3672 charge=0 orbital_gap_ev=10.42
H 0.50192 0.66888 0.58167 0.482
N 1.49311 0.83561 0.14950 -0.704
C 1.49563 -0.00767 -0.78213 0.067
O 0.37020 -0.93414 -0.96241 -0.333
C -0.53309 -0.86466 0.10560 -0.506
C -1.08661 0.71505 0.49578 0.037
O -1.61611 0.97861 1.54409 -0.444
H 2.22193 -0.20495 -1.58075 0.354
H -0.13054 -1.36145 1.00795 0.374
H -1.52851 -1.21175 -0.16735 0.308
H -1.18791 1.38647 -0.39195 0.366

=====

49
Properties=species:S:1:pos:R:3:mulliken_charge:R:1 method="wB97M-V/def2-TZVPD" energy_ha=-1551.17296 de_lowest_kj_mol=1211.36 e_homo_ha=-0.5268 charge=+2 orbital_gap_ev=4.40
Mg 18.96386 -0.92886 22.17402 1.861
C 16.00268 0.73909 25.94783 0.608
O 16.63371 0.38555 24.98233 -0.661
N 15.71293 1.92992 26.16560 -0.331
N 15.39616 -0.11312 26.76039 -0.392
H 15.04893 2.14360 26.89604 0.177
H 16.23881 2.66572 25.71600 0.228
H 15.46591 -1.11051 26.61742 0.210
H 14.72681 0.12185 27.47931 0.169
C 15.64344 -3.81692 20.13241 0.588
O 16.41323 -3.13556 20.76198 -0.647
N 14.58762 -3.29486 19.65971 -0.399
N 15.82799 -5.03606 19.69658 -0.386
H 14.72787 -2.29765 19.58235 0.224
H 14.13896 -3.79545 18.90591 0.214
H 15.08025 -5.43513 19.14729 0.186
H 16.77674 -5.36318 19.58259 0.224
C 21.91998 -2.43995 18.86054 0.566
O 21.20639 -2.33083 19.84427 -0.617
N 21.58313 -1.90341 17.70693 -0.457
N 23.16269 -2.90871 18.78960 -0.391
H 21.96563 -2.37815 16.90170 0.238
H 20.58641 -1.75312 17.64326 0.238
H 23.73591 -2.77435 17.96894 0.201
H 23.55583 -3.31080 19.62855 0.233
C 16.06585 1.76279 19.82937 0.663
O 17.09488 1.27667 20.20987 -0.612
N 15.01613 2.02766 20.54968 -0.417
N 15.97678 2.11942 18.57814 -0.420
H 14.09893 2.13565 20.14077 0.216
H 15.13066 1.74236 21.51176 0.217
H 15.08655 2.53072 18.33640 0.179
H 16.78927 1.86577 18.03442 0.227
C 23.09953 1.40939 22.98257 0.605
O 21.89584 1.11781 22.76502 -0.674
N 24.07450 1.10960 22.17059 -0.358
N 23.51753 2.16278 23.92003 -0.407
H 24.95074 1.59739 22.29042 0.179
H 23.96509 0.47891 21.38933 0.196
H 24.47213 2.15255 24.24978 0.240
H 22.74989 2.29374 24.56321 0.249
C 20.01089 -4.68744 24.64052 0.615
O 19.71281 -3.59388 24.35104 -0.574
N 20.28834 -5.11056 25.84886 -0.398
N 20.05869 -5.65463 23.77913 -0.359
H 20.65912 -6.04745 25.91851 0.181
H 20.29288 -4.39409 26.56073 0.229
H 20.32084 -6.57147 24.11197 0.140
H 19.73631 -5.59004 22.82414 0.198

=====

8
Properties=species:S:1:pos:R:3:mulliken_charge:R:1 method="wB97M-V/def2-TZVPD" smiles="O=COP(=O)([O-])[O-]" energy_ha=-756.37224 de_lowest_kj_mol=27.53 e_homo_ha=0.0123 charge=-2 orbital_gap_ev=6.42
O -0.39473 2.15751 -1.57694 -0.613
C -0.09752 1.10793 -1.03028 0.218
O -0.88518 0.40369 -0.09238 -0.390
P 0.03921 -0.89488 0.82139 0.914
O 1.45246 -0.44645 0.53409 -0.799
O -0.46443 -2.15249 0.10853 -0.799
O -0.48579 -0.71727 2.26290 -0.814
H 0.83598 0.54197 -1.02731 0.282

=====

15
Properties=species:S:1:pos:R:3:mulliken_charge:R:1 method="wB97M-V/def2-TZVPD" smiles="CCOC(=O)CO" energy_ha=-382.93427 de_lowest_kj_mol=80.21 e_homo_ha=-0.3870 charge=0 orbital_gap_ev=11.38
C -2.60518 0.06974 -0.04424 -1.165
C -1.25682 -0.62221 -0.04872 -0.196
O -0.20831 0.37749 0.09818 -0.294
C 1.02808 -0.11525 0.02637 0.716
O 1.26076 -1.29293 -0.16000 -0.614
C 2.19373 0.86535 0.18006 -0.343
O 3.31702 0.25695 -0.39766 -0.531
H -2.76920 0.61444 0.88956 0.307
H -2.69604 0.76848 -0.88066 0.301
H -3.40259 -0.67718 -0.14490 0.370
H -1.09337 -1.17622 -0.97878 0.312
H -1.16806 -1.33891 0.77402 0.292
H 1.98932 1.80794 -0.33068 0.280
H 2.31668 1.12826 1.25221 0.212
H 3.15270 -0.69695 -0.28212 0.352

=====

97
Properties=species:S:1:pos:R:3:mulliken_charge:R:1 method="wB97M-V/def2-TZVPD" energy_ha=-3120.91126 e_homo_ha=-0.2466 charge=0 orbital_gap_ev=6.29
Ca 0.01166 -2.33284 3.16192 1.454
C -0.16850 -5.19864 2.11675 -0.297
C 0.31553 -4.39806 1.14549 -0.765
C -0.39002 -4.03369 -0.13253 -0.653
C -1.25506 -2.74753 -0.08455 0.318
C -2.06999 -2.53174 1.16121 -1.151
C -2.65777 -3.49380 1.89658 0.189
C -2.68860 -4.95423 1.56392 -1.049
C -1.53834 -5.78828 2.19091 -0.182
C -1.48079 -0.96149 4.25524 -1.889
H 0.52978 -5.60762 2.85659 0.379
H 1.38817 -4.14348 1.15925 0.536
H -0.99205 -4.86528 -0.53243 0.428
H 0.39772 -3.86145 -0.89232 0.452
H -0.58951 -1.88107 -0.23501 -0.329
H -1.90507 -2.72632 -0.97854 0.315
H -2.34841 -1.48203 1.34870 0.416
H -3.28807 -3.20328 2.75180 0.367
H -2.71817 -5.13960 0.48071 0.367
H -3.63441 -5.37441 1.95640 0.445
H -1.78263 -5.97603 3.24961 -0.013
H -1.54541 -6.79453 1.73353 0.342
H -1.34418 -1.06324 5.34185 0.305
H -2.55466 -0.94033 4.04651 0.220
H -1.03983 0.00099 3.93185 0.494
P 2.95803 3.51842 -3.48218 -0.008
P -0.28647 4.99010 -3.15307 0.045
C 1.57969 3.44324 -4.65416 -0.426
C 0.30783 3.89546 -4.46099 -0.421
C 4.42873 3.64453 -4.58089 0.326
C 4.44230 3.16053 -5.89713 0.047
C 5.59697 3.28269 -6.68110 -0.663
C 6.74813 3.87924 -6.15891 -0.446
C 6.74132 4.36146 -4.84159 -0.498
C 5.59070 4.25860 -4.05876 -0.352
C 3.04916 1.75273 -2.93784 0.506
C 1.98475 1.29564 -2.13337 -0.793
C 1.95448 -0.03036 -1.70029 -0.214
C 2.98095 -0.91450 -2.06454 -0.376
C 4.04160 -0.45922 -2.85524 -0.614
C 4.08961 0.87389 -3.27773 -0.380
C -0.97825 6.36216 -4.20280 0.420
C -0.03600 7.16579 -4.87742 -0.431
C -0.45859 8.19847 -5.71492 -0.562
C -1.82647 8.45338 -5.88696 -0.447
C -2.76526 7.66557 -5.21368 -0.553
C -2.34704 6.63448 -4.36130 -0.248
C -1.82723 4.15873 -2.60416 0.503
C -2.27957 4.43114 -1.29380 -0.451
C -3.45315 3.84147 -0.82605 -0.543
C -4.18051 2.96697 -1.64655 -0.520
C -3.73122 2.69601 -2.94275 -0.643
C -2.55226 3.28227 -3.42173 0.019
H 1.79257 2.91305 -5.58899 0.303
H -0.44013 3.67441 -5.23478 0.560
H 3.56293 2.68066 -6.31761 0.138
H 5.58973 2.90456 -7.70559 0.373
H 7.64621 3.97078 -6.77365 0.368
H 7.64123 4.82136 -4.42771 0.373
H 5.58083 4.64365 -3.03720 0.369
H 1.17971 1.98289 -1.86297 0.380
H 1.12802 -0.37678 -1.07717 0.337
H 2.95089 -1.95352 -1.73226 0.373
H 4.83988 -1.14319 -3.14825 0.361
H 4.92788 1.22141 -3.88316 0.290
H 1.03003 6.96442 -4.75272 0.359
H 0.28013 8.80853 -6.23778 0.356
H -2.15563 9.26135 -6.54370 0.355
H -3.83271 7.85111 -5.34944 0.359
H -3.09157 6.03520 -3.83634 0.289
H -1.70617 5.10984 -0.65886 0.371
H -3.80548 4.06212 0.18356 0.398
H -5.09383 2.49908 -1.27435 0.392
H -4.29574 2.02433 -3.59185 0.398
H -2.20868 3.05902 -4.42901 0.190
C -3.30201 -5.32728 7.74535 -0.908
N -2.57981 -4.34630 6.99209 0.269
C -2.25279 -3.12668 7.66856 -0.563
C -1.87884 -4.73175 5.78566 -1.099
C -0.37631 -4.63149 5.92847 -0.047
C 0.24729 -5.27164 7.02583 -0.382
C 1.61720 -5.09494 7.23083 -0.688
C 2.37113 -4.34868 6.32430 -0.694
C 1.74551 -3.73434 5.21065 -0.162
C 0.39391 -3.91614 5.04638 0.813
H -4.03970 -4.81838 8.38424 0.332
H -2.64572 -5.92323 8.41283 0.253
H -3.80973 -6.02324 7.06477 0.272
H -1.39627 -3.23585 8.36449 0.279
H -2.01883 -2.32289 6.95495 -0.029
H -3.12461 -2.83370 8.27523 0.338
H -2.18810 -5.76312 5.53482 0.447
H -2.22427 -4.07689 4.95539 -0.124
H -0.36326 -5.86573 7.71719 0.288
H 2.07633 -5.55446 8.10592 0.368
H 3.44587 -4.23673 6.47067 0.337
H 2.35929 -3.14174 4.51766 0.034